Entry 1:
Computed, not measured: a cluster of 3 separate species, C4H15NO2S in total, with ωB97M-V/def2-TZVPD.

```
23
Properties=species:S:1:pos:R:3:forces:R:3:mulliken_charge:R:1
C 0.797923 0.470881 1.999992 -2.0 -2.6 0.2 -0.528
C -0.483200 -0.383815 2.447574 -0.9 0.9 0.7 -0.711
C -1.911091 0.269461 2.051618 1.7 -2.6 -0.5 -0.743
S -3.315749 -0.661411 2.743728 -0.6 0.4 0.9 -0.266
C 1.763191 -0.497202 1.251597 -1.5 2.2 -0.6 -0.637
N 1.215320 -0.814503 -0.079382 0.2 2.1 -1.8 -0.631
H 1.290772 0.821907 2.924241 -0.4 0.4 -0.7 0.304
H 0.269265 1.202134 1.382977 1.2 0.7 -0.2 0.353
H -0.372886 -0.465030 3.527411 -0.6 0.0 0.2 0.376
H -0.522411 -1.413712 2.112256 0.4 -0.1 -0.5 0.411
H -2.079359 0.044142 0.994420 0.6 0.8 -0.1 0.301
H -1.830462 1.289378 2.262704 -0.6 1.6 0.3 0.480
H -4.237093 0.312515 3.078616 0.9 -0.5 -0.4 0.125
H 1.610386 -1.464824 1.714874 1.5 0.0 0.9 0.357
H 2.700816 0.108822 1.193040 0.0 -1.5 0.3 0.336
H 0.994117 0.084275 -0.591601 -0.3 -0.9 1.0 0.224
H 2.003998 -1.047629 -0.673151 0.2 -0.9 0.1 0.251
H 0.122297 -0.790566 -5.757629 -2.1 -0.4 0.0 0.301
H 1.419615 -1.280612 -5.203418 0.1 -0.3 0.2 0.312
O 1.029979 -0.612793 -5.763134 2.0 0.6 -0.2 -0.611
H 3.548559 1.592273 -5.017037 -0.2 -0.4 -0.2 0.305
H 3.951219 2.949902 -4.559653 -0.5 0.1 -0.4 0.319
O 3.304395 2.510940 -5.141456 0.7 0.3 0.6 -0.625
```
Positions in Å, forces in eV/Å.

The value obtained for the energy above the lowest of the compared OMol25 structures with the same formula, charge and spin is 1.9032 eV. Its energy is -764.7523 a.u. The calculation puts the HOMO energy at -0.3251 Ha. The frontier orbital gap comes out at 0.341 Eh. Its structure (SMILES) is NCCCCS.O.O.


Entry 2:
Computed, not measured: a cluster of 4 separate species, C4H15NO3 in total, with ωB97M-V/def2-TZVPD.

```
23
Properties=species:S:1:pos:R:3:forces:R:3:mulliken_charge:R:1
C -0.031281 -0.417202 -1.064856 -1.9 0.9 2.3 -0.409
N -0.171110 0.760502 -0.133987 0.8 0.5 -1.7 -0.598
C -1.546563 0.869942 0.294608 -0.5 -1.6 -4.1 -0.315
C -1.975283 -0.594313 0.363247 -1.8 0.2 -4.0 -0.942
C -1.061447 -1.473389 -0.501079 1.4 -0.1 -0.2 -0.479
H 0.971014 -0.743951 -1.125551 1.2 -0.3 0.1 -0.046
H -0.380811 -0.148133 -2.060069 0.1 0.2 -0.2 0.254
H 0.601274 0.842400 0.530824 -0.6 -0.1 0.1 0.752
H -2.252938 1.423418 -0.545898 1.8 -1.3 2.2 -0.645
H -1.768748 1.292732 1.199752 0.2 1.6 2.3 0.667
H -2.093187 -0.939462 1.289331 0.3 -1.3 4.1 0.468
H -3.010747 -0.664153 0.000172 0.0 -0.1 -0.3 0.334
H -1.478973 -1.821883 -1.439940 -0.9 -0.5 0.2 0.229
H -0.623653 -2.388500 0.042840 -0.4 1.6 -0.6 0.414
H 3.846007 -0.281804 0.891175 -0.3 2.3 1.2 0.449
H 3.313263 -1.017446 -0.279776 -4.5 0.8 -5.5 0.343
O 3.834146 -1.062666 0.407342 5.0 -3.1 4.1 -1.140
H 1.982195 -0.470754 2.003154 -0.5 1.4 -3.1 0.124
H 1.175669 -1.121997 3.106717 2.8 0.8 -0.7 0.592
O 2.166831 -0.861710 2.808848 -2.3 -2.2 4.1 -1.089
H -2.735958 2.782136 -1.807910 2.3 -0.9 -1.0 0.295
H -1.342049 1.929253 -2.103336 0.0 -0.4 0.9 0.429
O -1.915620 2.636176 -2.380578 -2.1 1.7 -0.3 -0.685
```
Positions in Å, forces in eV/Å.

The value obtained for the energy above the lowest of the compared OMol25 structures with the same formula, charge and spin is 2.5572 eV. Its energy is -441.7538 a.u. The calculation puts the HOMO energy (alpha / beta) at 0.0204 / -0.1956 Ha. The frontier orbital gap (alpha / beta) comes out at 0.107 / 0.319 Eh. As for the expectation value of S²: 0.75. The net charge is -1. As for the spin multiplicity: 2.


Entry 3:
Computed, not measured: a cluster of 4 separate species, C4H15NO3 in total, with ωB97M-V/def2-TZVPD.

```
23
Properties=species:S:1:pos:R:3:forces:R:3:mulliken_charge:R:1
C 0.688134 2.944116 -0.928161 -2.8 -0.2 2.5 -1.314
C 0.467331 1.464999 -1.229140 1.5 1.3 0.8 -0.179
C -0.599179 0.896406 -0.306867 0.7 -2.6 -2.1 0.105
C -1.693167 1.481643 0.149798 -1.4 0.2 1.6 -1.195
N -0.412275 -0.510183 -0.310258 -1.1 2.2 2.8 -0.247
H -0.342389 3.385296 -0.849731 0.8 0.0 -0.6 0.232
H 0.962229 3.054740 0.136570 0.6 0.0 -0.5 0.327
H 1.249672 3.546571 -1.569103 1.2 0.6 -1.1 0.419
H 0.198135 1.413168 -2.280529 -0.3 -0.6 -0.1 0.266
H 1.447780 0.929812 -1.069415 -1.1 0.3 -0.2 0.304
H -1.853663 2.538730 0.284894 0.4 0.3 -0.4 0.247
H -2.512030 0.902428 0.627901 0.9 0.1 -0.4 0.413
H -0.055986 -0.845444 -1.147050 0.7 -1.4 -1.1 0.315
H -0.872441 -1.067892 0.418677 0.0 0.0 -1.1 0.075
H 2.704661 -1.773853 1.889983 0.0 0.9 0.3 0.512
H 2.085558 -0.652599 1.154730 -0.8 0.4 -0.7 0.230
O 2.655103 -0.787490 1.901002 0.7 -1.3 0.4 -0.950
H -0.642355 -1.902322 2.236256 0.1 -0.3 0.3 0.212
H -1.846966 -2.816330 2.438132 -0.4 -2.2 1.0 0.799
O -1.592845 -2.011243 2.055010 0.5 2.5 -1.2 -1.492
H -0.245988 -3.288345 -0.434499 -0.6 -0.1 0.3 0.385
H -0.134565 -3.494586 -1.987971 -0.9 -0.1 -0.6 0.434
O 0.345250 -3.407615 -1.180226 1.6 0.1 0.4 -0.898
```
Positions in Å, forces in eV/Å.

The value obtained for the energy above the lowest of the compared OMol25 structures with the same formula, charge and spin is 1.1673 eV. Its energy is -441.8048 a.u. The calculation puts the HOMO energy (alpha / beta) at 0.0218 / -0.1885 Ha. The frontier orbital gap (alpha / beta) comes out at 0.103 / 0.311 Eh. As for the expectation value of S²: 0.75. The net charge is -1. As for the spin multiplicity: 2.


Entry 4:
Computed, not measured: a cluster of 3 separate species, C4H15NO3 in total, with ωB97M-V/def2-TZVPD.

```
23
Properties=species:S:1:pos:R:3:forces:R:3:mulliken_charge:R:1
O 22.824925 -4.734339 15.502669 0.3 -0.3 0.2 -0.712
H 23.140944 -5.504682 16.032891 -0.5 0.2 -0.4 0.377
H 21.866435 -4.773741 15.565853 0.0 0.0 0.0 0.285
O 24.237604 -2.450256 16.295660 -0.1 -0.3 0.0 -0.662
H 23.700894 -3.221286 16.011278 0.2 0.3 0.1 0.417
H 25.138440 -2.668759 16.039744 -0.1 0.0 0.0 0.298
C 22.459703 -5.248200 18.673811 -0.2 -0.3 0.3 -1.529
C 22.246944 -6.718930 18.294355 0.6 -0.8 0.6 0.704
C 20.758106 -6.985846 18.136182 -0.1 0.3 0.2 -0.828
O 20.505749 -8.272759 17.617809 0.1 0.0 -0.1 -0.361
C 19.712019 -8.280214 16.458369 -0.1 -0.6 -0.6 -0.688
N 23.020403 -7.196057 17.152040 0.0 1.1 -1.1 -0.709
H 21.818910 -4.566763 18.119297 0.0 0.0 -0.2 0.371
H 23.483891 -4.893018 18.576175 0.1 -0.2 -0.1 0.341
H 22.173461 -5.157981 19.724283 0.1 0.1 0.0 0.451
H 22.559585 -7.340392 19.146103 -0.1 0.2 0.2 0.250
H 20.266963 -6.191502 17.560903 0.1 -0.2 -0.4 0.418
H 20.324037 -6.910792 19.139597 -0.1 -0.1 0.0 0.286
H 20.207254 -7.836992 15.585933 0.0 0.5 0.2 0.278
H 18.726142 -7.843993 16.633172 0.0 0.2 -0.1 0.316
H 19.569065 -9.315824 16.140354 -0.1 -0.1 0.4 0.271
H 22.749280 -8.092553 16.778855 -0.3 -0.1 0.3 0.175
H 24.019932 -7.194417 17.291951 0.0 0.0 0.3 0.251
```
Positions in Å, forces in eV/Å.

The value obtained for the energy above the lowest of the compared OMol25 structures with the same formula, charge and spin is 0.7834 eV. Its energy is -441.8531 a.u. The calculation puts the HOMO energy at -0.3544 Ha. The frontier orbital gap comes out at 0.381 Eh. Its structure (SMILES) is COC[C@H](C)N.O.O.


Entry 5:
Computed, not measured: a cluster of 4 separate species, C4H15NO3 in total, with ωB97M-V/def2-TZVPD.

```
23
Properties=species:S:1:pos:R:3:forces:R:3:mulliken_charge:R:1
C 0.101276 2.146070 0.924291 -0.1 0.2 -0.8 -0.954
N 0.398468 1.358538 -0.253787 0.6 -1.3 -0.4 -0.291
C 1.598076 0.490001 -0.148401 -0.5 0.9 1.0 -0.033
C 2.946063 -0.839992 -1.741392 0.0 0.3 -0.8 -0.815
C 2.228040 0.244872 -1.489193 -0.7 -1.1 0.8 -0.232
H -0.268679 1.486686 1.702648 0.3 0.0 0.4 0.251
H -0.728114 2.792906 0.682869 -0.3 0.3 0.0 0.376
H 0.927461 2.788429 1.248634 0.1 -0.2 0.3 0.364
H 0.532930 1.857732 -1.114677 -0.4 0.8 0.1 0.194
H 2.311394 0.973157 0.531157 0.3 0.2 -0.1 0.230
H 1.309326 -0.402224 0.409003 0.1 -0.4 -0.4 0.217
H 3.320246 -1.005171 -2.746099 0.1 -0.1 0.1 0.261
H 3.150722 -1.602670 -1.006423 0.0 0.0 0.2 0.278
H 1.904880 0.912831 -2.273937 0.4 0.2 -0.3 0.207
H -1.369558 -0.292280 -0.077689 0.3 0.4 -0.7 0.319
H -1.917784 -0.729293 -1.487048 0.4 0.3 0.0 0.274
O -1.979313 -0.873187 -0.543851 -0.7 -0.6 0.6 -0.624
H -3.643676 -0.629390 1.751165 0.0 0.0 0.0 0.300
H -4.455108 -0.568757 0.480499 0.1 0.1 -0.1 0.321
O -4.397500 -0.180921 1.359280 -0.1 0.0 0.1 -0.627
H -0.839402 -3.357064 0.989417 0.2 0.3 0.0 0.324
H -0.867197 -1.924953 1.497685 -0.1 0.0 -0.1 0.275
O -0.262545 -2.645324 1.305856 0.0 -0.4 0.1 -0.616
```
Positions in Å, forces in eV/Å.

The value obtained for the energy above the lowest of the compared OMol25 structures with the same formula, charge and spin is 1.5964 eV. Its energy is -441.8232 a.u. The calculation puts the HOMO energy at -0.3338 Ha. The frontier orbital gap comes out at 0.354 Eh. Its structure (SMILES) is C=CCNC.O.O.O.